# 1
Below is a structure of composition C4H7OP in a non-equilibrium geometry, with properties calculated with ωB97M-V with the def2-TZVPD basis set.

XYZ file:
```
13
Properties=species:S:1:pos:R:3:forces:R:3:lowdin_charge:R:1
C 1.355149 0.808425 -0.167880 2.315 -0.028 -0.604 -0.27
C 0.269210 0.659473 0.309924 -5.579 -0.206 -0.308 -0.07
C 2.820825 0.912471 -0.405493 -1.538 0.483 -1.880 -0.12
C -2.391977 -1.071377 0.408444 2.664 1.465 0.982 -0.21
O -2.818962 1.728815 0.342864 -0.486 0.700 0.793 -0.38
P -1.987441 0.623895 -0.096555 3.280 -0.328 1.609 0.70
H 3.216146 0.411993 0.467714 1.057 0.027 -0.345 0.07
H 3.123823 0.597558 -1.461601 -0.331 -0.554 1.721 0.10
H 3.028069 1.974746 -0.511118 0.417 0.186 0.840 0.06
H -1.665103 -1.232058 1.262278 -0.969 -0.371 -1.078 0.07
H -3.384916 -1.243380 0.676624 -1.619 0.111 0.538 0.03
H -2.164188 -1.617118 -0.469189 0.573 -1.091 -0.659 0.03
H -1.714770 0.727599 -1.403196 0.217 -0.394 -1.610 -0.01
```
Positions in Å, forces in eV/Å.

Values from the calculation:
**2S+1**: 1
**Gap between HOMO and LUMO**: 10.160 eV
**Relative energy (zero: lowest compared OMol25 entry of this formula, charge and spin)**: 3.019 eV
**LUMO**: 0.0176 Ha

***

# 2
Below is a structure of composition C31H36BaN6O6Si2, with properties calculated with ωB97M-V with the def2-TZVPD basis set.

XYZ file:
```
82
Properties=species:S:1:pos:R:3:forces:R:3:lowdin_charge:R:1
Ba 0.547159 0.381727 -0.547404 -0.165 -0.005 -0.089 1.80
O 1.487915 4.844568 -2.373830 -0.013 -0.023 -0.013 -0.04
C 1.213106 3.656377 -2.114327 0.002 0.083 -0.025 -0.52
N 1.581033 2.887199 -1.097045 0.016 0.006 -0.033 -0.04
C 2.565381 3.360547 -0.202293 0.011 -0.013 -0.073 -0.22
C 3.577271 4.242028 -0.609941 0.034 0.038 0.015 -0.05
C 4.610456 4.620543 0.230198 -0.009 -0.032 0.078 -0.13
C 4.654398 4.127151 1.527729 -0.007 0.032 -0.083 -0.13
C 3.665759 3.257599 1.954006 0.016 0.010 0.027 -0.05
C 2.619590 2.846972 1.117396 0.033 -0.022 0.057 -0.23
N 1.717075 1.841086 1.522660 -0.012 -0.007 0.001 -0.03
C 1.360354 1.766484 2.798504 0.024 0.029 -0.012 -0.54
O 1.561021 2.548553 3.746932 0.004 -0.018 0.020 -0.03
C 0.636578 0.470049 3.159528 0.068 0.019 0.007 -0.22
C 0.517419 0.123138 4.503647 -0.030 0.008 0.012 -0.01
C -0.014514 -1.110015 4.833019 -0.013 -0.030 -0.015 -0.08
C -0.438542 -1.959188 3.817627 -0.014 0.078 0.033 -0.07
C -0.327014 -1.510640 2.511974 -0.012 -0.112 0.003 -0.16
N 0.208907 -0.337508 2.191920 0.008 0.031 -0.047 0.01
C 0.337760 2.969049 -3.163921 -0.029 0.006 0.071 -0.19
C 0.294709 3.522531 -4.443083 -0.064 0.000 -0.048 -0.02
C -0.450962 2.896034 -5.423241 -0.017 -0.040 0.030 -0.08
C -1.153930 1.739429 -5.106205 0.035 0.134 -0.030 -0.07
C -1.075078 1.273298 -3.807218 0.007 -0.065 -0.011 -0.14
N -0.348334 1.867012 -2.861129 0.094 -0.097 0.058 0.01
H 3.532966 4.638629 -1.612052 -0.007 -0.014 0.006 0.09
H 5.372752 5.303422 -0.129695 0.001 0.000 0.001 0.08
H 5.449312 4.417678 2.206383 0.000 -0.003 0.004 0.08
H 3.683792 2.879500 2.965788 -0.008 -0.009 -0.008 0.09
H 0.864201 0.834086 5.239773 -0.002 0.002 -0.004 0.11
H -0.099682 -1.410993 5.871118 -0.001 -0.001 0.000 0.10
H -0.867715 -2.929990 4.026753 -0.003 -0.004 -0.012 0.10
H -0.686427 -2.106486 1.681441 0.000 -0.006 0.013 0.08
H 0.851136 4.430270 -4.623715 0.010 0.001 0.030 0.11
H -0.484558 3.299653 -6.428926 0.003 0.001 0.001 0.10
H -1.742467 1.214002 -5.846103 -0.012 -0.025 0.027 0.09
H -1.599080 0.372881 -3.505020 -0.021 -0.009 -0.039 0.09
C 3.363560 -1.341452 2.302266 0.017 -0.013 -0.008 0.01
C 3.121509 -2.136069 1.067749 0.020 -0.005 0.011 -0.35
N 2.416308 -1.742527 0.030336 0.033 -0.017 -0.014 0.06
C 2.443536 -2.772349 -0.879763 0.020 -0.004 0.056 -0.13
C 3.181489 -3.809874 -0.372951 -0.002 -0.050 -0.038 -0.09
N 3.603345 -3.383700 0.861249 -0.017 0.026 0.021 0.17
C 3.581039 -5.155901 -0.854955 0.027 0.048 0.027 -0.53
O 3.156738 -5.496760 -2.033377 -0.019 0.000 -0.024 0.09
O 4.278202 -5.857210 -0.134993 -0.007 -0.008 -0.003 0.04
C 1.744862 -2.657214 -2.204766 -0.016 -0.001 -0.020 -0.59
O 1.830161 -3.661945 -2.974711 0.020 0.004 0.008 0.02
O 1.146133 -1.598326 -2.441204 -0.037 0.037 0.055 -0.13
H 3.166591 -0.290162 2.092062 0.004 0.000 -0.002 0.07
H 4.394258 -1.455694 2.641909 -0.002 0.011 0.008 0.08
H 2.695460 -1.656950 3.107500 -0.004 -0.003 -0.003 0.08
H 4.179892 -3.945930 1.465352 -0.006 -0.008 -0.001 0.16
H 2.558920 -4.697170 -2.475183 0.004 -0.003 0.017 0.05
C -4.777944 1.554788 -0.056510 -0.016 0.029 0.006 -0.20
Si -3.153483 0.780952 0.567700 0.062 -0.062 -0.040 0.31
C -2.036684 2.282432 0.863751 -0.028 0.015 0.029 -0.20
C -3.596529 0.048812 2.258627 -0.001 0.007 0.007 -0.18
C -2.394230 -0.431569 -0.539908 -0.012 0.018 0.017 -0.49
Si -3.101757 -2.066998 -0.830244 0.070 0.020 0.022 0.33
C -2.676831 -3.372441 0.485711 -0.022 -0.023 -0.024 -0.20
C -5.006876 -2.172014 -0.912511 -0.009 -0.001 0.008 -0.21
C -2.510920 -2.761119 -2.485333 -0.022 -0.004 -0.022 -0.19
H -5.161971 2.311062 0.637119 -0.005 0.000 -0.007 0.01
H -5.549893 0.793236 -0.197606 0.009 -0.013 -0.001 0.00
H -4.610143 2.039034 -1.023388 -0.008 0.000 -0.002 0.02
H -2.560221 3.066822 1.419219 -0.006 -0.002 -0.013 0.03
H -1.720708 2.724906 -0.088411 0.009 0.005 0.002 0.02
H -1.131543 2.052126 1.434273 -0.003 -0.024 -0.022 -0.01
H -4.155663 0.773469 2.858469 0.007 0.003 0.004 0.02
H -2.705468 -0.237157 2.821634 0.009 0.005 0.002 0.00
H -4.220603 -0.843407 2.147042 -0.006 0.002 -0.008 0.01
H -2.257471 0.034117 -1.528312 0.008 0.052 -0.018 -0.07
H -2.892067 -3.010076 1.495492 -0.014 0.011 -0.003 0.01
H -1.620271 -3.652559 0.444457 0.000 0.005 -0.018 0.01
H -3.266234 -4.280381 0.320601 0.012 -0.006 0.018 0.02
H -5.456574 -1.869133 0.038559 -0.006 0.006 -0.002 0.01
H -5.352136 -3.186746 -1.139301 0.003 -0.002 0.000 0.01
H -5.390479 -1.498685 -1.684515 -0.004 0.003 0.003 0.02
H -1.421249 -2.734346 -2.565656 0.007 -0.002 0.007 0.01
H -2.913992 -2.159963 -3.307489 0.004 -0.001 0.004 0.02
H -2.841812 -3.792607 -2.641240 0.002 -0.001 0.009 0.02
```
Positions in Å, forces in eV/Å.

Values from the calculation:
**2S+1**: 1
**Gap between HOMO and LUMO**: 6.174 eV
**Charge**: -2
**Relative energy (zero: lowest compared OMol25 entry of this formula, charge and spin)**: 0.082 eV
**LUMO**: 0.1511 Ha

***

# 3
Below is a cluster of 7 separate species, C14H42O8 in total in a non-equilibrium geometry, with properties calculated with ωB97M-V with the def2-TZVPD basis set.

XYZ file:
```
64
Properties=species:S:1:pos:R:3:forces:R:3:lowdin_charge:R:1
O -0.582813 2.179199 0.481246 -0.322 -0.105 -0.218 -0.04
H 0.228475 2.187405 0.985325 0.393 -0.199 0.300 0.04
H -0.650329 3.067704 0.128749 -0.144 0.324 -0.143 0.06
O 0.887173 0.537876 -1.506324 0.530 0.245 -0.387 -0.08
H 1.573689 1.196504 -1.768713 -0.538 -0.507 0.368 0.04
H 0.160788 1.013399 -1.088215 0.053 0.095 0.088 0.00
C -4.668187 1.637591 0.671922 -0.047 -0.236 -0.181 -0.05
C -4.191494 2.774929 -0.172421 -0.767 0.691 -0.521 -0.54
C -3.770942 3.981246 0.617160 -0.081 -0.214 1.150 -0.06
O -3.216556 2.392691 -1.119256 0.587 -0.337 0.429 -0.05
H -5.054141 0.900232 -0.016659 -0.300 -0.476 0.124 0.08
H -5.436211 1.996660 1.337700 -0.484 -0.044 0.192 0.08
H -3.908441 1.179416 1.291875 0.473 -0.038 0.075 0.08
H -5.027496 3.083470 -0.796997 -0.274 0.080 -0.064 0.14
H -3.038760 3.698133 1.399165 0.077 0.241 -0.556 0.08
H -4.631865 4.355312 1.198472 0.253 0.145 -0.439 0.09
H -3.397297 4.717932 -0.082621 0.169 0.382 0.214 0.08
H -2.557571 1.957350 -0.566085 0.441 -0.233 -0.380 0.05
C 2.273898 0.349792 2.506522 -0.696 -0.720 0.020 -0.06
C 3.799497 0.374329 2.573253 -1.707 0.515 0.592 -0.53
C 4.262349 0.875929 3.901956 0.638 -0.410 1.018 -0.07
O 4.295101 -0.903424 2.303615 1.150 0.180 -1.172 -0.02
H 1.811662 1.299777 2.825933 0.183 -0.322 -0.270 0.08
H 1.835909 -0.461086 3.137464 0.465 0.593 0.017 0.09
H 1.960036 0.046307 1.501811 -0.060 0.460 -0.079 0.06
H 4.114211 1.132822 1.838621 0.386 -0.760 -0.231 0.14
H 3.927936 1.887284 4.034034 -0.016 0.636 0.200 0.07
H 5.344910 0.828251 3.914116 0.319 0.294 0.052 0.08
H 3.951807 0.298434 4.795835 -0.253 0.026 -0.656 0.09
H 3.789899 -1.542743 2.786778 -0.463 -0.455 0.444 0.08
C -2.053906 -0.089855 -3.205204 0.368 -1.084 0.137 -0.06
C -1.929384 -1.437531 -3.964616 -0.306 0.494 -0.256 -0.48
C -0.795269 -2.283855 -3.398452 -0.978 0.216 -0.590 -0.05
O -3.106067 -2.256787 -3.858983 0.664 -0.311 0.528 -0.06
H -2.053785 -0.310063 -2.118912 -0.285 0.155 -0.463 0.07
H -2.969844 0.441157 -3.483604 0.340 0.134 0.066 0.07
H -1.129610 0.480471 -3.383623 -0.497 0.119 -0.113 0.07
H -1.740534 -1.224557 -5.046588 -0.076 -0.147 0.623 0.14
H -0.913110 -2.325173 -2.314743 0.421 0.029 -0.014 0.08
H 0.130799 -1.855643 -3.755828 0.473 -0.018 0.422 0.08
H -0.917827 -3.282817 -3.806273 0.213 -0.178 0.015 0.08
H -3.871551 -1.864001 -4.259484 -0.326 0.584 -0.307 0.07
C -0.578357 -3.829502 1.554768 -0.649 0.414 0.095 -0.04
C -0.715022 -2.542164 2.342216 -0.722 0.272 0.799 -0.48
C -1.101119 -1.375330 1.495415 -0.058 0.924 -1.191 -0.07
O -1.726671 -2.532850 3.394997 0.131 -0.514 -0.792 -0.06
H -0.433104 -4.703270 2.184582 0.263 -0.057 0.070 0.08
H 0.234995 -3.696823 0.846847 0.194 -0.231 -0.010 0.08
H -1.490503 -3.977136 0.986442 -0.191 -0.159 -0.187 0.08
H 0.185821 -2.359222 2.888801 1.070 0.274 0.024 0.11
H -1.274489 -0.488034 2.081254 -0.239 0.192 0.629 0.07
H -2.031517 -1.572163 0.942070 0.233 -0.104 0.158 0.09
H -0.359682 -1.012837 0.770983 0.130 -0.652 -0.018 0.07
H -1.655153 -3.380924 3.828941 -0.135 -0.311 0.357 0.07
C 4.314265 0.526349 -2.029955 -0.180 -0.168 0.054 -0.20
C 3.830658 -0.751694 -1.362738 0.268 -0.057 -0.188 -0.25
O 2.873812 -1.500878 -2.086847 -0.699 0.679 0.154 -0.07
O 3.390236 1.638507 -1.839687 0.467 -0.828 -0.191 -0.09
H 4.491603 0.316394 -3.093296 -0.175 0.234 0.095 0.12
H 5.261331 0.796377 -1.561805 0.126 0.039 0.022 0.11
H 3.513552 -0.499537 -0.349710 -0.186 -0.147 0.118 0.10
H 4.700710 -1.415633 -1.283499 -0.073 0.206 0.090 0.13
H 2.001212 -1.059361 -1.987773 0.563 -0.249 -0.013 0.05
H 3.832287 2.385683 -2.239972 -0.110 0.400 -0.113 0.08
```
Positions in Å, forces in eV/Å.

Values from the calculation:
**2S+1**: 1
**Gap between HOMO and LUMO**: 9.976 eV
**Relative energy (zero: lowest compared OMol25 entry of this formula, charge and spin)**: 0.000 eV
**LUMO**: 0.0071 Ha
**SMILES**: CC(C)O.CC(C)O.CC(C)O.CC(C)O.OCCO.O.O

***

# 4
Below is a cluster of 2 separate species, C25H22FN2O in total in a non-equilibrium geometry, with properties calculated with ωB97M-V with the def2-TZVPD basis set.

XYZ file:
```
51
Properties=species:S:1:pos:R:3:forces:R:3:lowdin_charge:R:1
H 0.993506 0.407204 -0.684744 0.120 -0.465 -0.724 0.10
C 1.083385 -0.615733 -1.166460 0.123 0.304 -0.004 -0.19
H 2.160713 -0.799193 -1.265200 0.001 0.084 0.002 0.11
C 0.503958 -1.634545 -0.251724 -1.001 -0.553 0.599 -0.11
C -0.751317 -2.119456 -0.440588 1.080 0.189 0.573 -0.07
N -1.420507 -1.909161 -1.619052 -0.296 -0.071 -0.113 -0.05
C -2.762213 -2.364576 -1.784459 -0.459 -0.145 -0.085 -0.22
C -3.758929 -1.957135 -0.890645 -0.158 0.088 -0.417 -0.02
C -5.092506 -2.294532 -1.157195 0.289 -0.380 -0.036 -0.07
C -5.397693 -3.152456 -2.227252 0.254 0.290 0.141 -0.07
C -4.380747 -3.594588 -3.081198 0.005 0.184 0.227 -0.06
C -3.067193 -3.171275 -2.881252 -0.198 0.057 0.240 -0.02
C -0.765483 -1.328931 -2.689994 0.186 0.504 0.446 0.04
C 0.413860 -0.682718 -2.515834 -0.441 -0.369 -0.205 -0.11
C 1.026992 -0.021183 -3.689639 -0.259 -0.065 -0.839 -0.50
N 2.228535 0.605161 -3.466590 -0.060 0.033 -0.069 0.17
O 0.478485 -0.011474 -4.787916 0.522 0.118 0.757 0.05
H 1.076385 -1.931012 0.633627 -0.395 -0.045 -0.250 0.10
H -1.288608 -2.715120 0.303172 0.341 0.030 -0.358 0.14
H -3.492606 -1.327450 -0.035001 -0.149 -0.173 -0.352 0.10
H -5.885911 -1.887574 -0.523758 0.279 -0.305 -0.189 0.11
H -6.427830 -3.463946 -2.398606 0.278 0.129 0.025 0.11
H -4.602166 -4.267805 -3.907282 -0.018 0.194 0.175 0.11
H -2.262420 -3.458120 -3.555984 -0.250 -0.091 0.106 0.12
H -1.331777 -1.405144 -3.623057 0.646 0.366 0.205 0.15
H 2.774547 0.488927 -2.626686 -0.254 -0.001 -0.267 0.08
H 2.680482 1.026141 -4.263923 -0.085 -0.088 0.048 0.11
F 4.891112 3.605514 4.030895 -0.454 -1.195 -1.148 0.06
C 4.536868 2.561346 3.202688 -0.089 0.989 0.537 -0.20
C 5.473096 1.552081 2.983416 -0.553 -0.455 -0.480 0.06
C 5.100599 0.484500 2.142676 0.202 0.265 0.102 -0.03
C 3.819068 0.421588 1.613921 -0.515 -0.022 0.285 0.01
C 2.825227 1.414021 1.915036 1.257 0.185 -0.245 -0.16
C 1.492041 1.113785 1.513563 -0.410 -0.121 1.246 0.11
C 0.251955 1.760932 1.793294 -0.610 0.318 -0.233 -0.16
C -0.944790 1.141227 1.304435 0.334 -0.268 0.250 0.02
C -2.204663 1.571107 1.686383 0.055 0.155 -0.038 -0.03
C -2.339341 2.684939 2.534515 0.364 -0.402 -0.312 -0.01
C -1.190743 3.369251 2.956401 0.277 0.028 -0.058 -0.03
C 0.078321 2.931385 2.584071 -0.359 0.080 0.116 0.02
C 3.266756 2.564320 2.638050 0.254 -0.400 0.159 0.09
H 6.457494 1.595004 3.443889 -0.228 0.066 -0.077 0.14
H 5.825427 -0.305063 1.917210 -0.333 0.367 0.109 0.13
H 3.532392 -0.426391 0.981460 0.111 0.287 0.323 0.12
H 1.377888 0.070577 1.207106 -0.007 0.485 -0.406 0.09
H -0.832541 0.276385 0.646010 -0.128 0.190 0.255 0.10
H -3.086962 1.035307 1.326348 0.313 0.266 0.125 0.11
H -3.332130 3.007400 2.854842 0.353 -0.051 -0.089 0.13
H -1.294209 4.251672 3.593347 0.096 -0.339 -0.242 0.12
H 0.937703 3.481272 2.942262 -0.387 -0.085 0.052 0.09
H 2.626487 3.423510 2.785411 0.359 -0.160 0.131 0.11
```
Positions in Å, forces in eV/Å.

Values from the calculation:
**2S+1**: 1
**Gap between HOMO and LUMO**: 4.082 eV
**Charge**: +1
**Relative energy (zero: lowest compared OMol25 entry of this formula, charge and spin)**: 0.788 eV
**LUMO**: -0.2251 Ha

***

# 5
Below is an isolated molecule of C6H5N in a non-equilibrium geometry, with properties calculated with ωB97M-V with the def2-TZVPD basis set.

XYZ file:
```
12
Properties=species:S:1:pos:R:3:forces:R:3:lowdin_charge:R:1
C 1.032107 -0.557552 1.270376 0.017 -0.038 0.546 -0.14
C 0.901070 -0.433686 -0.142916 0.101 -0.037 -0.389 -0.14
C -1.062384 0.624660 2.299767 -0.368 0.097 1.083 -0.29
C 0.099287 -0.019938 2.042348 0.411 -0.207 -1.399 0.00
C -1.455442 0.919190 1.050649 2.231 -1.152 -3.536 0.18
C -0.177156 0.239969 -0.581919 -2.125 1.037 3.518 -0.16
N -0.618022 0.609471 -1.799989 -0.178 0.189 -0.233 0.07
H 1.863195 -1.084806 1.712604 0.132 -0.071 0.149 0.10
H 1.627056 -0.859327 -0.834444 -0.010 0.020 0.004 0.10
H -1.570341 0.835130 3.223660 -0.183 0.164 0.121 0.09
H -0.234021 0.122819 -2.600991 -0.096 0.053 0.150 0.10
H -1.585816 0.877485 -1.869640 0.066 -0.056 -0.014 0.09
```
Positions in Å, forces in eV/Å.

Values from the calculation:
**2S+1**: 1
**Gap between HOMO and LUMO (spin up / spin down)**: 7.011 / 6.969 eV
**Relative energy (zero: lowest compared OMol25 entry of this formula, charge and spin)**: 6.550 eV
**LUMO (spin up / spin down)**: -0.0201 / -0.0216 Ha

***

- What is the formula in the fourth record?
  C25H22FN2O

***

- The lowest relative energy (zero: lowest compared OMol25 entry of this formula, charge and spin) belongs to which entry?
  C14H42O8